(1)
An isolated molecule of C2H3N3O, computed with ωB97M-V/def2-TZVPD.

```
9
Properties=species:S:1:pos:R:3:nbo_charge:R:1
O -1.090 -0.486 -1.641 -0.6650
N 0.957 0.524 -0.994 -0.0532
N 0.771 0.090 1.404 -0.6559
N 1.859 0.894 -0.365 0.1204
C -0.237 -0.303 0.707 0.0332
C -0.203 -0.063 -0.701 0.1678
H -1.644 0.258 -1.913 0.4818
H -1.117 -0.812 1.104 0.2028
H 0.705 -0.103 2.399 0.3681
```

## Properties
Energy   -8637.45733 eV
HOMO-LUMO gap   0.315 hartree

***

(2)
A structure of composition C14H38LiN7O8 at a distorted geometry, computed with ωB97M-V/def2-TZVPD.

```
68
Properties=species:S:1:pos:R:3:nbo_charge:R:1
O 41.456 -5.138 -13.885 -0.6410
O 39.805 -6.570 -22.414 -0.7038
O 35.751 -9.531 -14.796 -0.9456
O 38.959 -8.747 -18.133 -0.8557
O 34.473 -13.054 -15.611 -0.7167
O 36.291 -2.021 -17.955 -0.5354
O 40.930 -6.130 -17.732 -0.9398
O 38.524 -10.501 -16.817 -0.8363
N 36.648 -12.409 -15.677 -0.8251
N 40.373 -6.758 -12.861 -0.8338
N 35.276 -11.662 -17.142 -0.8425
N 35.879 -3.256 -17.677 -0.2236
N 40.395 -7.707 -20.601 -0.8441
N 38.365 -7.483 -21.024 -0.8290
N 42.497 -6.471 -12.463 -0.8417
C 35.008 -3.397 -16.482 0.1260
C 38.737 -9.291 -16.998 0.7793
C 35.457 -12.492 -16.150 0.7380
C 39.524 -7.200 -21.421 0.7393
C 35.595 -5.990 -16.494 -0.4068
C 33.828 -2.403 -16.758 -0.6119
C 36.863 -4.227 -19.769 -0.6243
C 36.713 -4.360 -18.214 0.1406
C 38.222 -4.254 -17.636 -0.6652
C 35.844 -2.964 -15.255 -0.6459
C 34.548 -4.860 -16.187 -0.3931
C 35.950 -5.730 -17.941 -0.4014
C 41.441 -6.047 -13.131 0.7481
C 38.794 -8.488 -15.736 -0.7323
Li 38.960 -11.070 -18.948 0.0199
H 34.406 -11.633 -17.654 0.4053
H 40.456 -7.575 -12.273 0.3789
H 36.806 -3.470 -15.326 0.2107
H 35.273 -10.198 -15.289 0.4804
H 32.905 -2.613 -16.217 0.2005
H 36.900 -12.898 -14.831 0.4045
H 37.550 -7.379 -21.612 0.4075
H 35.924 -3.952 -20.248 0.2097
H 36.653 -9.602 -15.107 0.4615
H 36.081 -1.906 -15.370 0.1980
H 39.804 -8.121 -15.550 0.2415
H 40.063 -8.339 -19.886 0.4086
H 38.341 -4.096 -16.565 0.2058
H 34.223 -1.446 -16.418 0.2080
H 35.408 -3.117 -14.268 0.2114
H 37.091 -2.058 -17.427 0.4437
H 35.021 -6.917 -16.478 0.2217
H 38.430 -7.720 -20.044 0.4114
H 41.381 -7.558 -20.760 0.3993
H 36.561 -6.544 -18.332 0.2136
H 37.561 -3.456 -20.097 0.2147
H 34.203 -5.089 -15.179 0.2125
H 39.591 -6.640 -13.489 0.4147
H 37.115 -11.572 -15.996 0.4194
H 33.557 -2.344 -17.812 0.2227
H 35.069 -5.799 -18.578 0.2073
H 33.682 -5.098 -16.806 0.1964
H 43.426 -6.095 -12.589 0.4038
H 40.119 -6.383 -18.172 0.4755
H 36.096 -11.336 -17.634 0.3942
H 37.157 -5.152 -20.265 0.2187
H 38.134 -7.655 -15.979 0.2280
H 38.826 -5.146 -17.802 0.2280
H 42.384 -7.107 -11.686 0.3718
H 36.416 -6.037 -15.778 0.2043
H 38.688 -3.325 -17.967 0.2064
H 41.435 -6.941 -17.674 0.4660
H 38.318 -9.012 -14.907 0.1975
```

## Properties
Energy   -42151.48161 eV
<S²>   0.75
Spin multiplicity   2
Charge   -1
HOMO-LUMO gap (spin up / spin down)   0.123 / 0.293 hartree

***

(3)
A cluster of 2 separate species, C3H10N3 in total at a distorted geometry, computed with ωB97M-V/def2-TZVPD.

```
16
Properties=species:S:1:pos:R:3:nbo_charge:R:1
N -2.679 -0.287 0.275 -0.6971
N -0.032 1.577 -0.186 -0.8405
N 2.097 -1.361 0.059 -0.6335
C -1.737 -0.899 -0.347 -0.0812
C 1.352 1.043 0.150 -0.3315
C 1.202 -0.444 0.013 0.2424
H 1.725 -2.308 0.037 0.4290
H 2.197 1.402 -0.514 0.2187
H 1.575 1.355 1.182 0.2603
H -0.123 2.524 -0.110 0.3822
H -0.442 1.155 -1.043 0.3789
H 3.149 -1.257 0.139 0.4371
H -0.007 -0.677 0.020 0.2612
H -2.432 0.198 1.213 0.4147
H -3.773 -0.265 0.074 0.4034
H -2.072 -1.757 -0.962 0.1558
```

## Properties
Energy   -7733.31320 eV
Charge   +1
HOMO-LUMO gap   0.303 hartree

***

(4)
An isolated molecule of C6H10O, computed with ωB97M-V/def2-TZVPD.

```
17
Properties=species:S:1:pos:R:3:nbo_charge:R:1
O 1.436 -0.336 1.431 -0.7459
C -1.085 -0.741 0.476 -0.6779
C 0.774 -1.227 -0.601 -0.0826
C 1.027 1.212 -0.394 -0.2228
C -0.249 1.579 -0.298 -0.1640
C 1.472 -0.154 0.127 -0.0267
C -1.362 0.757 0.318 -0.4483
H -0.082 -0.808 1.106 0.3463
H -1.552 1.177 1.315 0.2300
H 1.770 1.903 -0.784 0.2122
H 2.472 -0.436 -0.350 0.2530
H 0.526 -1.134 -1.660 0.2056
H -1.755 -1.211 1.210 0.2581
H -1.323 -1.287 -0.449 0.2337
H -0.539 2.579 -0.622 0.2051
H -2.285 0.914 -0.255 0.2107
H 0.901 -2.237 -0.213 0.2136
```

## Properties
Energy   -8426.51771 eV
HOMO-LUMO gap   0.303 hartree

***

(5)
A cluster of 10 separate species, C55H65ClFN11O4P3S in total at a distorted geometry, computed with ωB97M-V/def2-TZVPD.

```
141
Properties=species:S:1:pos:R:3:lowdin_charge:R:1
Cl 5.943 3.032 -0.067 0.5229
S -0.802 5.558 -1.786 0.6596
P -2.077 2.166 0.536 0.4010
P 0.760 1.713 -1.157 0.6279
P 1.965 0.169 0.016 0.6983
F 0.941 1.583 -5.091 0.0508
O -2.294 3.734 0.882 -0.1637
O -2.935 1.788 -0.583 -0.2686
O 1.630 3.422 -4.141 0.1057
O -2.622 1.442 1.886 -0.1634
N -0.555 -1.847 1.310 0.0524
N 4.448 -0.199 -3.423 0.0628
N -2.046 -1.224 6.586 0.0566
N 3.453 -0.269 -0.415 -0.3067
N 1.159 -2.575 -4.803 0.0659
N 2.287 2.181 3.354 0.0720
N -0.460 2.819 -2.125 -0.0217
N -0.061 10.937 -3.962 0.0392
N -1.875 -4.706 -2.324 0.0751
N -5.882 -3.225 1.228 0.0598
N 3.235 -3.098 2.784 0.0646
C -2.006 -2.139 7.551 -0.1477
C -1.069 -2.959 0.793 -0.1348
C 1.099 2.583 5.844 -0.0886
C -6.041 -0.832 1.281 -0.0503
C -1.493 -5.900 -1.880 -0.1642
C -2.502 -3.294 2.661 -0.1120
C 1.778 1.408 5.566 -0.0625
C -0.587 8.317 -4.756 -0.0685
C -3.050 -4.632 -2.941 -0.1597
C -3.202 -0.757 9.076 -0.0859
C 2.351 1.255 4.311 -0.1316
C -1.053 -3.278 -5.394 -0.0817
C -1.209 0.273 -2.860 -0.2112
C 0.510 -4.866 -4.545 -0.0805
C 4.480 -1.065 3.045 -0.0929
C -0.317 1.865 0.514 -0.3504
C 3.622 -1.901 2.338 -0.1469
C -0.758 -4.580 -5.027 -0.1086
C 4.402 2.997 -1.010 -0.5783
C -0.062 -2.316 -5.264 -0.1411
C -1.972 -2.140 3.216 -0.0743
C 1.418 2.257 -3.999 -0.5234
C 1.852 3.200 -0.680 -0.2829
C -0.190 9.952 -3.074 -0.1568
C 1.767 1.430 -2.833 -0.1930
C -0.194 10.614 -5.246 -0.1750
C -2.567 -1.958 8.807 -0.0762
C 4.262 -1.335 -4.082 -0.1341
C 6.463 -2.099 -3.574 -0.0865
C -7.338 -0.888 0.802 -0.0819
C 1.427 -3.830 -4.452 -0.1449
C -7.131 -3.260 0.769 -0.1717
C -3.469 -6.961 -2.678 -0.0849
C 5.236 -2.319 -4.186 -0.0734
C -0.451 8.633 -3.416 -0.0846
C 3.702 -3.494 3.966 -0.1749
C -0.662 3.971 -1.954 -0.8429
C -0.326 0.181 -1.680 -0.3442
C -3.883 -5.724 -3.143 -0.0691
C -2.318 -0.557 -2.899 -0.0158
C -5.358 -2.025 1.474 -0.1321
C -7.899 -2.129 0.539 -0.0861
C -2.044 -3.718 1.423 -0.0689
C -0.457 9.328 -5.695 -0.0800
C 5.623 -0.004 -2.837 -0.1553
C 1.630 3.302 3.639 -0.1567
C 4.557 -2.736 4.749 -0.0925
C -2.661 -0.076 6.861 -0.1488
C -2.247 -7.055 -2.032 -0.0724
C 6.666 -0.914 -2.880 -0.0607
C 4.953 -1.495 4.273 -0.0994
C -1.004 -1.458 2.499 -0.1481
C 1.021 3.555 4.859 -0.0756
C 3.235 2.993 -0.034 -0.3447
C -3.251 0.208 8.084 -0.0746
H -4.089 -7.838 -2.815 0.1014
H 0.144 2.566 1.212 0.0312
H 2.890 0.350 4.057 0.0734
H 1.216 -0.995 0.195 -0.0358
H -3.334 -3.645 -3.291 0.1008
H -0.081 11.433 -5.949 0.0950
H 1.827 0.383 -3.113 0.0700
H -0.556 9.126 -6.753 0.0962
H -0.567 -0.544 2.892 0.0996
H 3.439 3.922 0.512 0.0909
H 5.037 -3.232 -4.732 0.0925
H -0.955 -0.159 -0.849 0.0604
H 1.317 3.889 -0.037 0.0559
H -2.679 0.649 6.054 0.1049
H 0.638 2.739 6.811 0.1006
H 4.767 -0.103 2.638 0.1078
H 5.623 -0.871 4.854 0.1023
H -2.030 -3.009 -5.771 0.1027
H 3.369 -4.472 4.298 0.0944
H 3.704 0.206 -1.274 -0.1093
H 7.249 -2.843 -3.632 0.0977
H 0.783 -5.869 -4.246 0.0986
H -0.078 10.241 -2.035 0.0997
H -3.736 1.160 8.250 0.0997
H -1.437 4.166 0.978 0.0441
H -0.683 -3.246 -0.180 0.0955
H -5.559 0.112 1.498 0.1019
H 2.032 0.690 1.336 -0.0375
H 5.698 0.935 -2.307 0.0727
H -0.250 -1.284 -5.539 0.1069
H 4.346 3.911 -1.589 0.0813
H -7.903 0.020 0.635 0.1033
H -1.884 -8.001 -1.652 0.0984
H -0.790 7.298 -5.060 0.1094
H -3.268 -3.853 3.185 0.1056
H 2.068 3.701 -1.624 0.0702
H 2.794 1.745 -2.669 0.0546
H -3.652 -0.576 10.044 0.1027
H -2.302 -1.770 4.178 0.0725
H -2.374 -1.417 -3.558 0.0100
H -0.545 7.866 -2.660 -0.0074
H 0.311 -0.681 -1.884 0.0682
H 1.594 4.038 2.840 0.1024
H -2.954 2.117 2.488 0.0621
H 7.603 -0.703 -2.384 0.0998
H 3.230 -1.595 1.374 0.0324
H -0.532 -5.927 -1.377 0.1099
H -8.909 -2.218 0.162 0.0941
H -1.505 -5.360 -5.112 0.1017
H 4.904 -3.108 5.704 0.0911
H 0.503 4.489 5.031 0.0983
H 4.444 2.106 -1.616 0.0016
H -1.497 -3.062 7.298 0.1066
H 2.429 -4.008 -4.075 0.0975
H -2.436 -4.610 0.954 0.0949
H -1.060 0.907 -3.729 0.0846
H -4.830 -5.604 -3.650 0.1010
H -2.506 -2.739 9.552 0.0989
H 3.357 2.256 0.753 0.0444
H -7.533 -4.250 0.578 0.0955
H -4.342 -2.026 1.843 0.0757
H 1.860 0.621 6.303 0.1015
H 3.283 -1.449 -4.536 0.0785
H -0.234 0.912 1.040 -0.0007
H -3.129 -0.367 -2.203 0.0385
```

## Properties
Energy   -136610.13544 eV
Charge   -1
HOMO-LUMO gap   0.223 hartree

***

(6)
A cluster of 2 separate species, C4H4BrI in total at a distorted geometry, computed with ωB97M-V/def2-TZVPD.

```
10
Properties=species:S:1:pos:R:3:nbo_charge:R:1
I 0.844 3.716 0.028 0.1852
Br -1.668 1.245 0.357 0.1506
C -0.065 -1.021 -0.229 -0.3731
C -0.103 0.361 0.063 -0.0810
C -1.104 -1.878 0.109 -0.3452
C 1.593 1.768 -0.186 -0.3651
H -0.943 -2.848 -0.289 0.1959
H 2.644 1.639 0.178 0.1799
H -2.126 -1.566 0.503 0.2148
H 0.930 -1.416 -0.534 0.2380
```

## Properties
Energy   -82349.17014 eV
HOMO-LUMO gap (spin up / spin down)   0.266 / 0.290 hartree